A structure of composition C34H36AsF4N5OSV. Source: the Open Molecules 2025 dataset; level of theory: wB97M-V/def2-TZVPD.

Atoms and positions in Å:
V  0.93817  -0.30043  0.77075
C  -1.50982  -2.83478  2.06519
C  -1.36833  -1.42448  2.59880
N  0.03587  -0.93942  2.70042
C  0.89735  -1.88104  3.48545
C  0.39586  -2.23380  4.87877
C  0.01658  0.39179  3.36248
C  1.35700  1.12065  3.20500
N  2.00786  0.62564  1.98925
C  3.25366  1.19215  1.64822
C  4.38356  0.40563  1.47305
F  4.35426  -0.90365  1.72772
C  5.58436  0.96234  1.05717
F  6.63554  0.15390  0.90370
C  5.71520  2.31368  0.82344
C  4.60132  3.10519  1.01181
F  4.65503  4.42362  0.78007
C  3.40561  2.55438  1.41624
F  2.33357  3.37416  1.52748
H  -2.57042  -3.05039  1.92904
H  -1.10358  -3.57716  2.75206
H  -1.00658  -2.95948  1.10787
H  -1.84860  -1.34620  3.57999
H  -1.88612  -0.72163  1.93818
H  1.88505  -1.42378  3.53735
H  1.00996  -2.78333  2.88753
H  0.30657  -1.37135  5.53866
H  1.11762  -2.90945  5.33860
H  -0.56267  -2.75205  4.86284
H  -0.22500  0.30530  4.42266
H  -0.77738  0.96719  2.89003
H  2.00265  0.95995  4.07412
H  1.15649  2.19378  3.15789
H  6.65713  2.73873  0.50739
S  1.71234  -2.39780  0.35779
C  1.39853  -2.92241  -1.32015
C  2.14084  -3.97701  -1.85199
C  1.86271  -4.45021  -3.12422
C  0.84657  -3.88671  -3.89062
C  0.10980  -2.83559  -3.37400
C  0.38076  -2.36666  -2.09351
As  -0.49620  -0.85866  -1.30548
C  -2.33751  -1.40341  -1.10979
C  -3.30377  -0.46176  -0.75886
C  -4.61347  -0.85564  -0.52478
C  -4.96198  -2.19784  -0.62586
C  -4.00191  -3.13758  -0.96878
C  -2.69011  -2.74334  -1.20899
C  -0.55601  0.35178  -2.83559
C  -1.74817  0.76560  -3.41654
C  -1.73173  1.61098  -4.52342
C  -0.52497  2.03186  -5.05914
C  0.67082  1.59850  -4.49459
C  0.65768  0.76378  -3.38819
H  2.93391  -4.42030  -1.26379
H  2.44726  -5.26752  -3.52682
H  0.63933  -4.25897  -4.88483
H  -0.67193  -2.37603  -3.96806
H  -3.04258  0.58827  -0.69151
H  -5.36500  -0.11799  -0.27233
H  -5.98258  -2.50781  -0.44435
H  -4.27013  -4.18268  -1.05208
H  -1.94604  -3.48233  -1.47712
H  -2.69982  0.42755  -3.02643
H  -2.66581  1.92334  -4.97257
H  -0.51230  2.68056  -5.92548
H  1.61688  1.90416  -4.92276
H  1.59547  0.42798  -2.96651
C  -1.89245  4.97959  -0.39662
N  -1.08328  3.79326  -0.17963
C  0.20045  3.52024  -0.81869
C  0.44949  2.13106  -0.31156
O  1.43682  1.42861  -0.53968
N  -0.57636  1.68428  0.46017
C  -1.45029  2.71000  0.50587
N  -2.59324  2.63607  1.18604
H  -1.26890  5.73767  -0.86205
H  -2.24626  5.38693  0.55121
H  -2.73806  4.77199  -1.05432
H  0.98488  4.19955  -0.48407
H  0.13748  3.52626  -1.90983
H  -2.84359  1.76164  1.61525
H  -3.25535  3.39109  1.20010

Cartesian forces, eV/Å:
V -0.6 0.4 0.1
C -0.1 -0.1 0.0
C 0.2 0.1 0.0
N -0.1 0.1 0.3
C 0.0 0.1 -0.2
C 0.0 0.0 0.0
C 0.2 0.0 0.0
C 0.1 -0.3 -0.1
N 0.5 0.6 0.5
C -0.6 -0.1 0.3
C 0.3 -0.1 0.0
F -0.2 0.0 0.0
C 0.0 -0.1 0.0
F 0.0 0.0 0.0
C 0.1 0.0 0.0
C 0.0 0.0 0.0
F 0.0 0.0 0.0
C 0.0 0.3 -0.1
F 0.0 -0.1 0.0
H 0.0 0.0 0.0
H 0.0 0.0 0.0
H 0.0 0.0 0.0
H 0.0 0.0 0.0
H 0.0 0.0 -0.1
H 0.0 0.0 0.0
H 0.0 0.0 0.0
H 0.0 0.0 0.0
H 0.0 0.0 0.0
H 0.0 0.0 0.0
H -0.1 -0.1 0.0
H 0.0 0.0 0.0
H 0.0 -0.1 0.0
H 0.0 0.0 0.0
H 0.0 0.0 0.0
S 0.3 -0.4 -0.3
C 0.0 0.0 0.1
C 0.0 0.0 0.0
C 0.0 0.0 0.0
C 0.0 0.0 0.0
C 0.0 0.0 0.0
C 0.1 0.1 0.1
As -0.3 -0.1 -0.6
C 0.0 -0.1 0.1
C -0.1 -0.1 0.1
C 0.0 0.0 0.0
C 0.0 0.0 0.0
C 0.1 0.0 0.0
C -0.1 0.0 0.0
C 0.0 -0.1 0.1
C 0.0 0.1 0.0
C 0.0 0.0 0.1
C 0.0 0.0 0.0
C 0.0 0.0 0.0
C -0.1 0.0 0.0
H 0.0 0.0 0.0
H 0.0 0.0 0.0
H 0.0 0.0 0.0
H 0.0 0.0 0.0
H 0.0 0.0 0.0
H 0.0 0.0 0.0
H 0.0 0.0 0.0
H 0.0 0.0 0.0
H 0.0 0.0 0.0
H 0.0 0.0 0.0
H 0.0 0.0 0.0
H 0.0 0.0 0.0
H 0.0 0.0 0.0
H 0.0 0.0 0.1
C 0.1 0.0 0.0
N 0.1 0.0 -0.1
C -0.2 0.1 0.0
C 0.3 -0.5 0.0
O 0.0 -0.1 -0.2
N 0.2 0.4 0.0
C 0.0 -0.2 0.1
N 0.0 0.0 0.0
H 0.0 0.0 0.0
H 0.0 0.0 0.0
H 0.0 0.0 0.0
H 0.0 0.0 0.0
H 0.0 0.0 0.0
H 0.0 0.0 0.0
H 0.0 0.0 0.0

Values from the calculation:
energy above the lowest of the compared OMol25 structures with the same formula, charge and spin = 42.4 kJ/mol
E_HOMO (spin up / spin down) = -10.0 / -10.3 eV
net charge = +1
HOMO-LUMO gap (spin up / spin down) = 7.56 / 8.10 eV
⟨S²⟩ = 2.0254
total energy = -153568.6283 eV
multiplicity = 3